--- w ---
Formula: CH3Br2O2P
Source: the OMol25 dataset
Level of theory: the ωB97M-V functional and the def2-TZVPD basis

Output
- orbital gap (alpha / beta) (eV) = 5.81 / 5.87
- highest occupied orbital energy (alpha / beta) (eV) = -9.7 / -9.7

Atoms and positions in Å:
C -0.08 -1.56 0.48
O 1.36 -2.01 -3.97
O 0.22 -0.71 -0.57
P 0.97 -2.49 -2.66
Br -0.79 -3.85 -2.79
Br 2.51 -3.89 -1.62
H 0.78 -1.56 1.34
H -0.40 -2.58 0.06
H -0.97 -1.01 0.91

--- x ---
Formula: CH3Br2O2P
Source: the OMol25 dataset
Level of theory: the ωB97M-V functional and the def2-TZVPD basis

Output
- orbital gap (eV) = 8.98
- SMILES string = O=PBr.C=O.Br
- highest occupied orbital energy (eV) = -10.1

Atoms and positions in Å:
C -2.18 1.62 -0.32
O 0.64 -0.09 -0.91
O -1.82 0.49 -0.35
P 0.91 -1.00 -1.97
Br 2.38 -2.61 -1.21
Br 2.08 -0.80 2.83
H 2.85 -1.91 2.41
H -1.96 2.37 -1.03
H -2.89 1.93 0.54

Computed energies relative to the best structure, in eV: w 2.420; x 0.000

--- w ---
Formula: C2H7IN
Source: the OMol25 dataset
Level of theory: the ωB97M-V functional and the def2-TZVPD basis

Output
- total charge = +1
- orbital gap (eV) = 7.86
- highest occupied orbital energy (eV) = -13.2

Atoms and positions in Å:
C 1.20 0.05 -0.49
C -0.43 -0.18 1.29
N 0.53 0.45 0.76
I -4.20 -0.23 -0.29
H 0.42 -0.26 -1.11
H 1.80 0.91 -0.93
H 1.89 -0.70 -0.30
H -0.96 0.24 2.07
H -0.97 -1.08 0.79
H -4.38 -1.78 -0.65
H 0.96 1.24 1.25

--- x ---
Formula: C2H7IN
Source: the OMol25 dataset
Level of theory: the ωB97M-V functional and the def2-TZVPD basis

Output
- total charge = +1
- orbital gap (alpha / beta) (eV) = 8.22 / 8.22
- SMILES string = C[NH2+]CI
- highest occupied orbital energy (alpha / beta) (eV) = -14.0 / -14.0

Atoms and positions in Å:
C 0.07 0.32 0.66
C -1.36 -0.70 -0.74
N -0.37 0.29 -0.68
I -3.60 0.27 0.06
H -0.35 -0.52 1.08
H 1.16 0.30 0.78
H -0.29 1.24 1.11
H -1.66 -0.88 -1.75
H -1.15 -1.52 -0.19
H 0.41 0.06 -1.32
H -0.70 1.22 -0.95

Computed energies relative to the best structure, in eV: w 0.000; x 0.789

--- w ---
Formula: C40H80O10
Source: the OMol25 dataset
Level of theory: the ωB97M-V functional and the def2-TZVPD basis

Output
- orbital gap (eV) = 9.59
- SMILES string = C1CCOC1.C1CCOC1.C1CCOC1.C1CCOC1.C1CCOC1.C1CCOC1.C1CCOC1.C1CCOC1.C1CCOC1.C1CCOC1
- highest occupied orbital energy (eV) = -9.1

Atoms and positions in Å:
C -3.03 0.01 -4.15
C -4.29 0.52 -4.81
C -3.81 1.90 -5.26
O -2.58 1.61 -5.85
C -1.90 0.70 -4.97
H -2.95 -1.07 -4.28
H -3.00 0.35 -3.12
H -5.17 0.48 -4.16
H -4.51 -0.01 -5.74
H -3.65 2.54 -4.36
H -4.52 2.51 -5.82
H -1.26 1.32 -4.34
H -1.36 -0.03 -5.57
C -3.44 3.03 -1.02
C -3.68 3.98 0.13
C -4.97 3.49 0.77
O -5.02 2.10 0.44
C -4.54 1.92 -0.88
H -2.43 2.63 -1.01
H -3.54 3.63 -1.93
H -3.67 5.04 -0.15
H -2.86 3.94 0.85
H -5.88 3.89 0.30
H -5.06 3.66 1.84
H -5.21 1.91 -1.74
H -4.05 0.95 -0.97
C 5.82 2.39 -1.77
C 4.61 3.29 -1.67
C 3.95 2.93 -0.36
O 4.21 1.54 -0.26
C 5.47 1.19 -0.86
H 6.62 2.96 -1.29
H 6.10 2.16 -2.80
H 3.91 3.08 -2.49
H 4.75 4.37 -1.76
H 2.88 3.12 -0.42
H 4.47 3.44 0.46
H 5.20 0.24 -1.31
H 6.30 1.07 -0.15
C 3.92 -1.87 -2.64
C 4.28 -2.98 -1.65
C 3.31 -4.11 -1.98
O 2.20 -3.50 -2.66
C 2.75 -2.42 -3.43
H 4.74 -1.63 -3.33
H 3.65 -0.87 -2.27
H 4.28 -2.64 -0.61
H 5.33 -3.29 -1.69
H 2.96 -4.56 -1.05
H 3.69 -4.88 -2.65
H 1.91 -1.84 -3.78
H 3.15 -2.93 -4.32
C 1.51 1.78 6.07
C 1.87 2.36 4.68
C 1.24 1.31 3.69
O 0.78 0.20 4.45
C 1.36 0.31 5.74
H 0.58 2.16 6.50
H 2.34 1.86 6.77
H 2.94 2.36 4.49
H 1.44 3.35 4.53
H 1.98 1.00 2.95
H 0.36 1.74 3.23
H 2.32 -0.24 5.69
H 0.85 -0.36 6.44
C -3.89 -4.44 -0.51
C -4.56 -3.51 -1.51
C -5.49 -4.44 -2.33
O -5.89 -5.36 -1.27
C -4.72 -5.73 -0.61
H -3.89 -4.01 0.49
H -2.84 -4.62 -0.76
H -3.84 -3.08 -2.22
H -5.21 -2.79 -1.04
H -4.95 -4.95 -3.13
H -6.42 -4.03 -2.73
H -4.12 -6.57 -0.96
H -5.02 -6.03 0.40
C 2.26 -2.37 1.38
C 2.77 -0.97 0.99
C 3.99 -0.76 1.85
O 4.05 -1.76 2.87
C 3.21 -2.87 2.49
H 2.24 -3.03 0.52
H 1.26 -2.31 1.80
H 1.95 -0.32 1.29
H 2.95 -0.93 -0.08
H 4.13 0.26 2.22
H 4.90 -0.97 1.27
H 2.66 -3.13 3.39
H 3.81 -3.71 2.12
C 0.38 -0.68 -1.63
C 0.27 0.80 -1.28
C -0.45 0.80 0.04
O -1.39 -0.28 -0.10
C -0.89 -1.28 -1.01
H 1.21 -1.20 -1.17
H 0.48 -0.82 -2.71
H -0.12 1.46 -2.06
H 1.33 1.11 -1.23
H -1.04 1.71 0.22
H 0.12 0.64 0.96
H -1.70 -1.43 -1.73
H -0.70 -2.20 -0.46
C -0.91 -3.36 3.02
C -2.14 -4.17 3.41
C -1.85 -4.50 4.86
O -0.93 -3.53 5.33
C -0.67 -2.54 4.30
H -1.11 -2.66 2.20
H -0.11 -4.01 2.67
H -2.30 -5.13 2.92
H -3.07 -3.60 3.38
H -1.35 -5.47 4.94
H -2.76 -4.46 5.47
H 0.35 -2.18 4.39
H -1.33 -1.69 4.49
C -0.24 5.43 0.85
C -0.08 4.95 -0.63
C 1.35 5.36 -0.93
O 2.05 5.52 0.31
C 1.16 5.18 1.36
H -0.99 4.90 1.44
H -0.50 6.49 0.87
H -0.82 5.40 -1.29
H -0.18 3.87 -0.66
H 1.43 6.36 -1.37
H 1.79 4.66 -1.64
H 1.45 5.78 2.23
H 1.31 4.13 1.65

--- x ---
Formula: C40H80O10
Source: the OMol25 dataset
Level of theory: the ωB97M-V functional and the def2-TZVPD basis

Output
- orbital gap (eV) = 9.85
- SMILES string = C1CCOC1.C1CCOC1.C1CCOC1.C1CCOC1.C1CCOC1.C1CCOC1.C1CCOC1.C1CCOC1.C1CCOC1.C1CCOC1
- highest occupied orbital energy (eV) = -9.3

Atoms and positions in Å:
C -0.06 4.16 0.52
C -0.67 5.49 1.02
C 0.37 5.92 2.02
O 1.63 5.54 1.48
C 1.46 4.37 0.68
H -0.34 3.91 -0.50
H -0.37 3.35 1.18
H -1.63 5.31 1.51
H -0.80 6.21 0.21
H 0.18 5.43 2.98
H 0.42 6.99 2.23
H 1.91 3.53 1.24
H 2.04 4.51 -0.23
C 1.24 1.01 -5.31
C 0.38 1.98 -4.47
C 0.50 1.40 -3.07
O 1.80 0.81 -3.01
C 2.26 0.44 -4.29
H 1.70 1.53 -6.15
H 0.63 0.20 -5.72
H -0.64 2.02 -4.85
H 0.77 3.00 -4.49
H -0.30 0.68 -2.83
H 0.47 2.13 -2.25
H 2.31 -0.65 -4.36
H 3.26 0.85 -4.47
C 5.45 1.96 -2.52
C 5.99 2.13 -1.12
C 4.74 2.48 -0.33
O 3.97 3.28 -1.20
C 4.30 2.96 -2.55
H 5.07 0.95 -2.71
H 6.17 2.16 -3.32
H 6.72 2.95 -1.04
H 6.48 1.25 -0.68
H 4.96 3.07 0.56
H 4.16 1.59 -0.04
H 4.58 3.92 -3.01
H 3.45 2.53 -3.08
C -4.14 -0.92 0.51
C -4.08 -1.52 1.90
C -5.55 -1.45 2.35
O -6.32 -1.62 1.17
C -5.51 -1.40 0.03
H -3.31 -1.28 -0.10
H -4.09 0.17 0.58
H -3.40 -1.00 2.59
H -3.75 -2.56 1.85
H -5.79 -0.50 2.84
H -5.77 -2.26 3.06
H -5.94 -0.65 -0.64
H -5.35 -2.32 -0.54
C -0.58 1.76 5.00
C -0.72 2.36 6.39
C -1.76 3.48 6.19
O -2.33 3.28 4.90
C -1.97 1.99 4.44
H -0.30 0.70 4.96
H 0.19 2.28 4.42
H 0.20 2.75 6.82
H -1.12 1.64 7.10
H -1.35 4.49 6.22
H -2.55 3.39 6.95
H -2.03 2.00 3.35
H -2.66 1.21 4.80
C 0.41 -3.76 -2.42
C -0.16 -4.90 -3.26
C -0.36 -4.24 -4.64
O -0.19 -2.83 -4.49
C 0.77 -2.69 -3.47
H 1.29 -4.00 -1.82
H -0.34 -3.33 -1.74
H -1.11 -5.29 -2.88
H 0.53 -5.74 -3.34
H -1.33 -4.42 -5.11
H 0.40 -4.62 -5.35
H 0.74 -1.69 -3.05
H 1.77 -2.85 -3.90
C -1.90 -1.60 6.74
C -1.80 -2.16 5.34
C -2.52 -3.52 5.48
O -2.57 -3.82 6.87
C -1.78 -2.87 7.59
H -2.83 -1.10 7.01
H -1.09 -0.90 7.00
H -0.79 -2.31 4.96
H -2.25 -1.44 4.64
H -2.01 -4.29 4.91
H -3.55 -3.43 5.12
H -0.74 -3.22 7.66
H -2.19 -2.78 8.59
C 5.99 -2.58 -2.17
C 5.63 -2.03 -0.78
C 4.09 -1.95 -0.81
O 3.67 -2.51 -2.05
C 4.72 -2.25 -2.96
H 6.10 -3.66 -2.10
H 6.87 -2.14 -2.64
H 6.03 -1.02 -0.67
H 6.05 -2.60 0.05
H 3.76 -0.91 -0.69
H 3.61 -2.48 0.02
H 4.70 -1.21 -3.32
H 4.59 -2.90 -3.83
C -0.52 -0.27 0.26
C -0.60 -0.47 1.79
C 0.84 -0.27 2.25
O 1.64 -0.72 1.18
C 0.99 -0.39 -0.06
H -0.86 0.71 -0.06
H -1.05 -1.08 -0.23
H -0.82 -1.53 1.96
H -1.31 0.17 2.30
H 1.05 -0.85 3.15
H 1.08 0.78 2.48
H 1.19 -1.22 -0.74
H 1.40 0.54 -0.47
C -4.22 -0.20 -5.00
C -2.85 -0.35 -4.33
C -3.11 -1.55 -3.44
O -4.45 -1.43 -3.00
C -5.14 -0.49 -3.82
H -4.25 -1.02 -5.73
H -4.37 0.77 -5.47
H -2.68 0.54 -3.70
H -1.99 -0.47 -4.98
H -2.39 -1.64 -2.62
H -3.05 -2.48 -4.03
H -5.23 0.43 -3.23
H -6.12 -0.85 -4.11

Computed energies relative to the best structure, in eV: w 2.069; x 0.000

--- w ---
Formula: C3H9N2P
Source: the OMol25 dataset
Level of theory: the ωB97M-V functional and the def2-TZVPD basis

Output
- orbital gap (eV) = 8.43
- highest occupied orbital energy (eV) = -7.7

Atoms and positions in Å:
C 2.05 -0.82 0.11
C 1.90 0.59 0.40
C -2.74 0.60 -0.36
N 0.93 -0.10 -0.43
N -1.88 0.06 0.60
P -0.93 -1.15 0.18
H 2.90 -0.92 -0.53
H 1.81 -1.65 0.80
H 1.48 0.97 1.33
H 2.54 1.17 -0.12
H -2.33 1.46 -0.82
H -3.01 0.00 -1.21
H -3.59 1.02 0.08
H 1.03 0.20 -1.40
H -0.16 -1.43 1.36

--- x ---
Formula: C3H9N2P
Source: the OMol25 dataset
Level of theory: the ωB97M-V functional and the def2-TZVPD basis

Output
- orbital gap (eV) = 9.71
- SMILES string = NN1CCPC1
- highest occupied orbital energy (eV) = -8.6

Atoms and positions in Å:
C 0.72 0.44 -0.36
C 0.17 1.56 0.60
C -1.41 -0.54 0.51
N 0.21 -0.81 0.05
N 0.21 -1.64 -1.04
P -0.96 0.69 1.83
H 0.37 0.68 -1.35
H 1.85 0.51 -0.53
H 0.89 2.03 1.24
H -0.50 2.37 0.03
H -1.98 -0.08 -0.43
H -1.87 -1.47 0.86
H -0.08 -2.61 -0.84
H -0.54 -1.37 -1.64
H -0.09 -0.25 2.20

Computed energies relative to the best structure, in eV: w 0.419; x 0.000

--- w ---
Formula: C14H22F6HgN10O6SSb
Source: the OMol25 dataset
Level of theory: the ωB97M-V functional and the def2-TZVPD basis

Output
- total charge = -1
- orbital gap (eV) = 8.02
- highest occupied orbital energy (eV) = -6.5

Atoms and positions in Å:
Hg -0.85 -0.57 -0.04
N 0.63 -0.76 1.61
C 0.27 0.06 2.77
C 1.44 0.23 3.76
C 2.79 0.70 3.22
C 2.93 2.20 2.91
N 2.37 2.64 1.65
C 3.03 2.67 0.47
N 4.32 2.16 0.48
N 2.57 3.17 -0.64
C -0.43 1.36 2.35
O -0.21 2.41 2.96
O -1.27 1.24 1.39
H 0.76 -1.73 1.90
H 1.49 -0.45 1.14
H -0.51 -0.50 3.30
H 1.58 -0.75 4.23
H 1.10 0.92 4.54
H 3.08 0.12 2.34
H 3.54 0.46 3.98
H 3.99 2.47 2.92
H 2.44 2.77 3.70
H 1.40 2.91 1.66
H 4.36 1.24 0.90
H 4.66 2.11 -0.47
H 1.64 3.56 -0.51
H 2.72 2.04 -1.77
N -2.27 2.79 -0.61
C -2.46 2.07 -1.71
N -2.82 2.71 -2.83
C -2.98 1.94 -3.89
N -3.37 2.53 -5.05
N -2.81 0.60 -3.93
C -2.45 0.08 -2.77
N -2.28 0.73 -1.63
C -2.20 -1.40 -2.76
C -2.52 -2.15 -3.87
C -2.26 -3.51 -3.86
C -1.67 -4.07 -2.74
C -1.37 -3.24 -1.66
N -1.64 -1.94 -1.68
H -2.37 3.79 -0.69
H -1.90 2.36 0.25
H -3.28 3.53 -5.09
H -3.25 2.00 -5.89
H -2.97 -1.66 -4.73
H -2.50 -4.13 -4.72
H -1.43 -5.12 -2.68
H -0.91 -3.63 -0.77
F -1.37 -2.97 1.37
Sb -1.20 -3.97 3.00
F -1.76 -2.42 3.94
F -2.99 -4.54 2.84
F 0.58 -3.30 3.08
F -0.61 -5.43 1.97
F -0.95 -4.93 4.60
O 2.00 -1.07 -2.52
S 2.01 0.06 -1.63
O 2.65 -0.20 -0.34
O 0.66 0.64 -1.41
O 2.82 1.19 -2.34

--- x ---
Formula: C14H22F6HgN10O6SSb
Source: the OMol25 dataset
Level of theory: the ωB97M-V functional and the def2-TZVPD basis

Output
- total charge = -1
- orbital gap (eV) = 8.27
- highest occupied orbital energy (eV) = -6.5

Atoms and positions in Å:
Hg -0.42 -0.51 -0.85
N 0.12 -0.69 1.54
C 1.20 0.31 1.55
C 1.63 0.66 2.97
C 2.69 1.75 3.13
C 2.32 3.13 2.58
N 2.06 3.25 1.14
C 2.97 3.18 0.19
N 2.68 3.59 -1.05
N 4.23 2.75 0.47
C 2.30 -0.13 0.57
O 3.50 0.00 0.89
O 1.89 -0.52 -0.57
H -0.72 -0.28 1.93
H 0.38 -1.53 2.03
H 0.75 1.19 1.11
H 2.00 -0.24 3.47
H 0.73 0.97 3.50
H 3.63 1.38 2.74
H 2.85 1.92 4.20
H 3.11 3.84 2.84
H 1.40 3.47 3.04
H 1.09 3.44 0.89
H 1.70 3.72 -1.26
H 3.23 3.23 -1.81
H 4.22 1.93 1.07
H 4.78 2.56 -0.35
N -3.85 -0.49 0.01
C -3.59 -1.72 -0.39
N -4.60 -2.61 -0.42
C -4.28 -3.82 -0.83
N -5.25 -4.77 -0.82
N -3.06 -4.23 -1.23
C -2.14 -3.28 -1.18
N -2.32 -2.04 -0.75
C -0.76 -3.65 -1.64
C -0.37 -4.98 -1.68
C 0.92 -5.27 -2.10
C 1.76 -4.23 -2.46
C 1.28 -2.93 -2.39
N 0.04 -2.66 -2.01
H -4.81 -0.24 0.19
H -3.14 0.26 0.02
H -6.20 -4.45 -0.72
H -5.07 -5.61 -1.34
H -1.07 -5.75 -1.39
H 1.27 -6.29 -2.13
H 2.78 -4.41 -2.78
H 1.90 -2.07 -2.63
F -1.65 1.03 0.49
Sb -1.89 3.14 0.22
F -0.54 2.85 1.65
F -0.58 4.57 0.04
F -3.03 4.65 -0.06
F -3.36 2.19 -0.65
F -2.98 2.95 1.78
O 0.61 2.86 -3.16
S -0.32 2.30 -2.20
O -0.79 0.94 -2.61
O 0.26 2.16 -0.83
O -1.50 3.20 -1.94

Computed energies relative to the best structure, in eV: w 0.000; x 2.175